Version 1
Density functional theory data (ωB97M-V/def2-TZVPD) for 12 unconnected molecules or ions with the total composition C6H35NO12.

ORCA input file:
```
! wB97M-V def2-TZVPD RIJCOSX def2/J DEFGRID3
* xyz 0 1
C 2.1645 -1.7173 0.2150
C 1.1677 -0.5611 0.3940
N -0.1938 -1.1145 0.0407
C -0.6406 -2.1160 1.0986
C -2.0025 -2.6272 0.6733
C -1.1707 -0.0782 -0.1509
C -2.1065 -0.4940 -1.2304
O -3.0903 0.2291 -1.3090
H 1.9032 -2.3065 -0.7363
H 3.2471 -1.4427 0.0286
H 2.2268 -2.3727 1.1236
H 1.5088 0.2491 -0.2685
H 1.3235 -0.0641 1.3884
H -0.7852 -1.6185 2.1422
H 0.2228 -2.9514 1.0079
H -2.0168 -3.7597 0.2387
H -2.7797 -2.5352 1.3570
H -2.4995 -2.0979 -0.3420
H -0.7124 0.8827 -0.2596
H -1.6693 0.3074 0.7609
H -1.8982 -1.4398 -1.8579
O -2.2992 -0.1548 3.0295
H -2.6189 -1.0961 2.7403
H -1.3180 -0.4153 3.0447
O 0.7862 1.8210 3.0903
H 0.8063 1.7698 2.1757
H 0.1940 2.5882 3.2328
O 1.8038 2.0565 -2.6892
H 1.6337 1.6463 -1.7537
H 1.1527 2.7503 -2.8200
O 0.8029 -0.3830 -3.1658
H 1.4213 0.2792 -3.0684
H 1.4462 -1.1291 -3.4727
O -1.6454 2.4386 2.5297
H -2.2333 1.7258 2.8088
H -1.8311 3.1918 3.0237
O 2.3894 2.5103 0.0841
H 2.6968 3.3226 -0.3872
H 2.9931 1.9012 -0.2468
O -3.0471 2.5413 -0.1597
H -2.7286 2.6561 0.5984
H -3.3367 1.6221 -0.3786
O -1.2454 2.6466 -3.3605
H -1.4112 2.0580 -4.0344
H -1.6661 2.4599 -2.4875
O 4.1508 -0.2998 -2.1405
H 3.6047 -1.1363 -2.1556
H 3.5241 0.4409 -1.7568
O 1.0377 -2.9192 -2.5667
H 0.6967 -2.2898 -1.9562
H 0.4653 -2.8862 -3.2810
O 0.3204 -0.8072 3.3743
H 0.4525 -1.2545 4.2498
H 0.8035 -0.0269 3.5848
*
```

- E_LUMO (eV) = 0.12
- E_HOMO (eV) = -9.3262
- orbital gap (eV) = 9.4

---

Version 2
Density functional theory data (ωB97M-V/def2-TZVPD) for 13 unconnected molecules or ions with the total composition C6H35NO12.

ORCA input file:
```
! wB97M-V def2-TZVPD RIJCOSX def2/J DEFGRID3
* xyz 0 1
C 1.6669 -1.7060 0.3821
N 2.4352 -0.5656 -0.0895
C 1.7237 0.5259 -0.7407
C 0.9077 1.3447 -0.0942
C 0.5852 1.3030 1.3707
C 3.1678 1.3959 -2.6014
C 2.1114 0.7220 -2.1714
H 0.7482 -2.0412 -0.0956
H 1.2954 -1.5161 1.3966
H 2.2611 -2.6179 0.3920
H 3.0983 -0.8623 -0.7725
H 0.4506 2.1605 -0.6382
H 0.9306 0.4950 1.9986
H -0.4737 1.5007 1.5400
H 1.0090 2.2591 1.7189
H 3.2589 1.5192 -3.6715
H 3.7913 1.8955 -1.8721
H 1.3984 0.2389 -2.8388
H -0.2722 -1.7530 -2.3513
H 1.0947 -1.8757 -2.7290
O 0.3690 -2.4611 -2.4728
H -1.4066 -0.7074 0.3339
H -1.1901 -1.8750 -0.6163
O -1.4451 -0.9503 -0.5978
H 4.0573 -1.1728 3.2523
H 3.1412 -0.7160 2.1919
O 3.1616 -0.8238 3.1544
H -3.9636 0.0659 -2.4921
H -2.4504 -0.1241 -2.0069
O -3.0465 0.0064 -2.7483
H 3.0829 2.9916 0.4376
H 2.3138 3.6618 -0.5848
O 3.0100 3.8723 0.0504
H -2.9259 0.5021 2.1929
H -2.0462 -0.6027 3.0420
O -2.6047 -0.3912 2.2608
H -0.8624 -0.1923 4.9067
H 0.1489 -0.9409 3.9634
O -0.7568 -0.8622 4.2340
H -4.4382 1.7417 -0.5228
H -3.9713 2.2971 0.7562
O -4.6833 1.7568 0.4067
H -3.8551 -2.1858 -0.2926
H -3.6031 -1.7411 -1.7291
O -4.1739 -2.2988 -1.1875
H 1.8555 1.8534 3.7230
H 2.3858 0.4491 4.4606
O 1.7571 1.1711 4.3789
H -2.8739 -3.7718 -2.3011
H -1.4377 -4.2478 -2.2311
O -2.3296 -4.5553 -2.4181
H -1.1799 1.9461 -3.0986
H -0.5875 3.1722 -3.7102
O -0.6395 2.7101 -2.8682
*
```

- E_LUMO (eV) = -0.03
- E_HOMO (eV) = -9.0746
- orbital gap (eV) = 9.0

---

Of them, version 1 has the lowest stability.

---

Version 1
Density functional theory data (ωB97M-V/def2-TZVPD) for C5H13NOS in the gas phase.

ORCA input file:
```
! wB97M-V def2-TZVPD RIJCOSX def2/J DEFGRID3
* xyz 0 1
C 1.8717 2.5320 2.6100
S 0.3152 1.0076 2.5791
C 1.2151 0.2529 0.6734
C -0.0548 -0.5988 0.4211
C -0.6746 -0.5762 -1.0445
N 0.2920 -1.1732 -2.0408
C -1.9005 -1.4609 -1.1766
O -2.6005 -1.2185 -2.3987
H 1.6344 3.1916 1.7652
H 2.9130 2.0241 2.4923
H 1.8557 2.9646 3.6156
H 2.3333 -0.0655 1.0114
H 1.3275 1.1526 -0.0137
H 0.0157 -1.7355 0.5179
H -0.7264 -0.0916 1.0936
H -1.0894 0.4970 -1.4144
H -0.0375 -0.9209 -2.9618
H 1.2169 -0.7169 -1.9008
H -1.6166 -2.5595 -1.1162
H -2.6951 -1.2682 -0.3668
H -3.5951 -1.2369 -2.3452
*
```

- E_LUMO (eV) = 0.18
- E_HOMO (eV) = -8.8386
- orbital gap (eV) = 9.0

---

Version 2
Density functional theory data (ωB97M-V/def2-TZVPD) for C5H13NOS in the gas phase.

ORCA input file:
```
! wB97M-V def2-TZVPD RIJCOSX def2/J DEFGRID3
* xyz 0 1
C -1.9793 -0.6899 0.2436
C -0.9109 0.3747 0.1446
N -1.2238 1.2488 -0.9860
C 0.5094 -0.2148 -0.0012
C 0.8675 -1.1659 1.1571
S 0.6987 -1.1481 -1.5706
C 1.5358 0.9390 0.0009
O 2.8602 0.5105 -0.0923
H -2.9672 -0.2447 0.3276
H -2.0111 -1.3169 -0.6397
H -1.8464 -1.4061 1.0752
H -0.9456 0.8740 1.1174
H -0.8366 2.1714 -0.8732
H -2.2325 1.3591 -1.0932
H 0.2635 -2.1148 1.1282
H 1.9278 -1.4241 1.0582
H 0.7222 -0.6914 2.0956
H 0.0400 -0.2157 -2.2995
H 1.3997 1.4173 0.9598
H 1.1972 1.6768 -0.8224
H 2.9316 0.0608 -0.9298
*
```

- E_LUMO (eV) = 0.75
- E_HOMO (eV) = -9.0551
- orbital gap (eV) = 9.8

---

Of them, version 1 has the lowest stability.

---

Version 1
Density functional theory data (ωB97M-V/def2-TZVPD) for 2 unconnected molecules or ions with the total composition C5H13NOS.

ORCA input file:
```
! wB97M-V def2-TZVPD RIJCOSX def2/J DEFGRID3
* xyz 0 1
C -0.5958 0.4897 -2.0433
C -0.9858 1.8753 -1.5897
O -2.3269 1.8708 -0.9796
C -1.3154 -0.7023 -1.4440
N -0.9888 -0.9573 -0.0509
C 0.3913 -0.6535 0.3699
C 0.8329 -1.4082 1.5936
S 2.5278 -0.5865 2.0751
H -0.5622 0.4555 -3.1694
H 0.4661 0.4930 -1.8715
H -1.0568 2.6568 -2.3664
H -0.2955 2.1288 -0.7478
H -2.5465 2.8075 -0.7788
H -0.9432 -1.5726 -2.0016
H -2.4048 -0.6051 -1.5349
H -1.5955 -0.3768 0.5946
H 0.5324 0.4127 0.6675
H 1.1617 -0.8633 -0.3976
H 0.0950 -1.1587 2.3666
H 0.8221 -2.4813 1.2974
H 0.9885 0.6600 2.5334
*
```

- E_LUMO (eV) = -1.34
- E_HOMO (eV) = -8.8138
- orbital gap (eV) = 7.5

---

Version 2
Density functional theory data (ωB97M-V/def2-TZVPD) for C5H13NOS in the gas phase.

ORCA input file:
```
! wB97M-V def2-TZVPD RIJCOSX def2/J DEFGRID3
* xyz 0 1
C 1.4273 -0.6831 -1.0694
C 0.1539 0.0919 -0.6403
C -0.9488 -0.8225 0.1362
C -0.4413 -1.7160 1.2966
S -1.9390 -2.6569 1.7816
N 0.5786 1.2004 0.1287
C -0.2902 2.3475 -0.0573
O -0.3874 2.8008 -1.4953
H 1.7539 -1.4241 -0.3968
H 1.4173 -1.3732 -1.9798
H 2.3146 -0.1000 -1.3677
H -0.2421 0.3453 -1.5727
H -1.4977 -1.5687 -0.5277
H -1.4541 0.0125 0.6948
H 0.5107 -2.1556 0.8299
H -0.0834 -1.1402 2.1819
H -1.7555 -2.4254 3.1633
H 1.5707 1.3481 0.2190
H 0.2947 3.3380 0.3805
H -1.3178 2.2080 0.4864
H 0.3354 2.3730 -2.1920
*
```

- E_LUMO (eV) = 0.73
- E_HOMO (eV) = -8.9292
- orbital gap (eV) = 9.7

---

Of them, version 1 has the lowest stability.

---

Version 1
Density functional theory data (ωB97M-V/def2-TZVPD) for C3H4N2O2 in the gas phase.

ORCA input file:
```
! wB97M-V def2-TZVPD RIJCOSX def2/J DEFGRID3
* xyz 0 1
C -0.8895 0.2689 1.1237
C -1.1108 1.1406 0.1627
C -0.2318 -0.8801 0.5086
N 0.0322 -0.2403 -0.7721
N 1.2603 -0.0243 -1.2138
O 1.4382 0.7442 -2.1573
O 2.1481 -0.6906 -0.6564
H -1.3372 0.3881 2.0019
H -1.1161 2.0957 -0.3297
H 0.6441 -1.1518 1.0822
H -0.8376 -1.6503 0.2503
*
```

- E_LUMO (spin up / spin down) (eV) = -0.70 / -0.70
- E_HOMO (spin up / spin down) (eV) = -10.0245 / -10.0249
- orbital gap (spin up / spin down) (eV) = 9.3 / 9.3

---

Version 2
Density functional theory data (ωB97M-V/def2-TZVPD) for C3H4N2O2 in the gas phase.

ORCA input file:
```
! wB97M-V def2-TZVPD RIJCOSX def2/J DEFGRID3
* xyz 0 1
N 2.8068 -0.6934 0.9111
C 1.9259 -0.0435 0.5949
C 0.7787 0.8301 0.3253
O 1.2271 2.1681 -0.0824
C -0.1367 0.0480 -0.6931
N -0.7004 -1.0578 -0.0415
O -0.3454 0.3114 -1.8575
H 0.1997 1.1592 1.1436
H 1.3919 2.3169 -0.9948
H -0.2624 -1.6437 0.6641
H -1.0621 -1.6302 -0.8468
*
```

- E_LUMO (eV) = 0.55
- E_HOMO (eV) = -10.9423
- orbital gap (eV) = 11.5

---

Version 3
Density functional theory data (ωB97M-V/def2-TZVPD) for C3H4N2O2 in the gas phase.

ORCA input file:
```
! wB97M-V def2-TZVPD RIJCOSX def2/J DEFGRID3
* xyz 0 1
C -0.5615 1.1232 -1.8370
C -0.0381 0.7234 -0.3598
N 0.1154 1.3272 0.7745
N 0.1302 0.5853 1.7777
O 0.2656 -0.9319 1.1148
C 0.1578 -0.7107 -0.0370
O 0.0756 -1.7514 -0.8371
H 0.0764 1.9937 -2.2885
H -1.6258 1.5237 -1.6051
H -0.5805 0.3034 -2.5324
H 0.3318 -2.5567 -0.2583
*
```

- E_LUMO (eV) = 0.40
- E_HOMO (eV) = -8.6828
- orbital gap (eV) = 9.1

---

Of them, version 1 has the lowest stability.